Record 1
{
  "formula": "C3H11N3O",
  "method": "wB97M-V/def2-TZVPD",
  "elements": ["C", "C", "N", "C", "N", "N", "H", "H", "H", "H", "H", "H", "H", "H", "H", "H", "H", "O"],
  "coordinates": [[1.7879, -0.5854, 0.9838], [1.6458, 0.9319, 1.0931], [0.1644, 1.2606, 1.0836], [-0.4744, 1.1922, -0.2753], [-1.6346, 0.3301, -0.2592], [-0.0023, 1.8558, -1.2787], [1.4915, -1.2075, 1.9094], [2.8229, -0.9146, 0.7171], [1.0378, -0.8891, 0.3366], [2.2572, 1.2203, 1.8601], [1.9155, 1.2707, 0.0647], [0.1319, 2.1683, 1.5983], [-1.9623, 0.1648, 0.6151], [-1.9352, -0.1299, -1.0890], [-0.4677, 1.6215, -2.0963], [-2.6710, -3.1005, -1.1422], [-2.1413, -2.6233, -2.5390], [-1.9660, -2.5658, -1.5820]],
  "energy_ha": -360.35724,
  "homo_ev": -8.980,
  "e_lumo_ha": 0.0203,
  "orbital_gap_ev": 9.53,
  "smiles": "[H]/N=C(\\N)NCC.O",
  "relative_energy_kj_mol": 210.5
}

***

Record 2
{
  "formula": "C48H45CuN5O2P2S2",
  "method": "wB97M-V/def2-TZVPD",
  "elements": ["Cu", "C", "S", "C", "S", "N", "N", "C", "C", "C", "C", "C", "C", "N", "H", "H", "H", "H", "H", "H", "H", "H", "C", "N", "P", "C", "C", "C", "C", "C", "C", "C", "C", "C", "C", "C", "C", "P", "C", "C", "C", "C", "C", "C", "C", "C", "C", "C", "C", "C", "H", "H", "H", "H", "H", "H", "H", "H", "H", "H", "H", "H", "H", "H", "H", "H", "H", "H", "H", "H", "H", "H", "H", "C", "C", "C", "C", "C", "C", "N", "C", "C", "C", "C", "C", "C", "C", "O", "O", "C", "C", "H", "H", "H", "H", "H", "H", "H", "H", "H", "H", "H", "H", "H", "H"],
  "coordinates": [[1.5117, -0.6799, 0.3331], [6.5425, -1.5389, -1.1097], [5.2488, -2.4923, -1.9176], [3.8341, -2.1020, -0.9604], [3.9125, -1.1264, 0.4415], [2.7577, -2.6886, -1.4287], [1.6542, -2.3703, -0.7161], [0.6462, -3.1517, -0.6957], [-0.5143, -2.6910, 0.0619], [-1.7058, -3.3962, 0.1118], [-2.7728, -2.8519, 0.8088], [-2.6191, -1.6236, 1.4288], [-1.3891, -0.9896, 1.3446], [-0.3596, -1.5119, 0.6889], [7.4397, -1.7020, -1.7060], [6.2938, -0.4812, -1.1042], [6.7083, -1.8900, -0.0943], [0.6478, -4.0963, -1.2306], [-1.7887, -4.3471, -0.3973], [-3.7164, -3.3790, 0.8631], [-3.4238, -1.1635, 1.9836], [-1.2283, -0.0299, 1.8199], [0.9530, 1.4489, -4.0385], [0.9124, 0.5765, -2.8603], [-0.4104, -0.5023, -2.6393], [-1.7653, 0.3920, -3.4897], [-2.1032, 0.2533, -4.8338], [-3.1176, 1.0226, -5.3851], [-3.7977, 1.9460, -4.6024], [-3.4683, 2.0935, -3.2628], [-2.4651, 1.3116, -2.7092], [-0.0534, -1.8617, -3.8044], [1.2243, -2.1174, -4.2872], [1.4732, -3.2439, -5.0603], [0.4485, -4.1309, -5.3507], [-0.8288, -3.8949, -4.8558], [-1.0752, -2.7725, -4.0821], [1.7119, 1.0177, -1.4185], [1.0247, 2.6621, -1.0186], [-0.0201, 2.7045, -0.0984], [-0.6629, 3.8995, 0.1842], [-0.2651, 5.0656, -0.4523], [0.7800, 5.0367, -1.3662], [1.4243, 3.8411, -1.6456], [3.4062, 1.4189, -1.9355], [4.1720, 2.2009, -1.0677], [5.4824, 2.5154, -1.3815], [6.0506, 2.0386, -2.5581], [5.3083, 1.2309, -3.4044], [3.9907, 0.9184, -3.0918], [0.8963, 0.8485, -4.9488], [1.8850, 2.0112, -4.0559], [0.1234, 2.1595, -4.0379], [-1.5694, -0.4563, -5.4542], [-3.3728, 0.9063, -6.4307], [-4.5851, 2.5485, -5.0367], [-3.9955, 2.8111, -2.6473], [-2.2113, 1.4225, -1.6607], [2.0350, -1.4474, -4.0321], [2.4749, -3.4324, -5.4247], [0.6434, -5.0094, -5.9520], [-1.6317, -4.5886, -5.0714], [-2.0740, -2.5955, -3.6949], [-0.3013, 1.8015, 0.4290], [-1.4555, 3.9223, 0.9208], [-0.7591, 6.0020, -0.2258], [1.0976, 5.9473, -1.8577], [2.2463, 3.8291, -2.3510], [3.7338, 2.5627, -0.1440], [6.0643, 3.1291, -0.7062], [7.0747, 2.2874, -2.8051], [5.7511, 0.8380, -4.3107], [3.4225, 0.2766, -3.7522], [-5.5401, 2.0520, 6.1722], [-4.7339, 0.8662, 5.7067], [-5.3538, -0.3783, 5.6192], [-4.6451, -1.4863, 5.1888], [-3.3096, -1.3722, 4.8437], [-2.6661, -0.1367, 4.9407], [-1.3396, 0.0525, 4.5645], [-0.3141, -0.8724, 4.4543], [-0.3105, -2.0761, 5.1672], [0.7432, -2.9657, 5.0540], [1.8270, -2.6803, 4.2360], [1.8375, -1.4865, 3.5358], [0.7897, -0.5775, 3.6217], [0.8539, 0.7008, 2.8234], [0.3053, 1.7190, 3.2585], [1.4787, 0.6821, 1.6974], [-3.3854, 0.9954, 5.3691], [-2.6662, 2.3163, 5.4407], [-6.5501, 1.7429, 6.4372], [-5.6163, 2.8154, 5.3950], [-5.0946, 2.5241, 7.0493], [-6.3978, -0.4733, 5.8915], [-5.1353, -2.4493, 5.1152], [-2.7707, -2.2346, 4.4786], [-1.0435, 0.9835, 4.2868], [-1.1224, -2.2939, 5.8458], [0.7204, -3.8834, 5.6288], [2.6566, -3.3694, 4.1519], [2.6783, -1.2440, 2.9008], [-1.7831, 2.2439, 6.0800], [-3.3026, 3.1061, 5.8293], [-2.3111, 2.6377, 4.4566]],
  "energy_ha": -5400.03922,
  "homo_ev": [-7.195, -7.196],
  "e_lumo_ha": [-0.0249, -0.0257],
  "orbital_gap_ev": [6.52, 6.50],
  "relative_energy_kj_mol": 33.3,
  "multiplicity": 2
}